Below is an isolated molecule of C5H8O2, with properties calculated with wB97M-V/def2-TZVPD.

Its frontier orbital gap is 9.6318 eV. The LUMO energy is 0.88 eV. The value obtained for the total energy is -345.672700 hartree.

Geometry (Å):
C: 1.761 -0.386 0.646
C: 0.498 -0.161 -0.161
C: -0.041 1.270 -0.331
O: -1.309 0.931 0.271
C: -0.886 -0.447 0.466
C: -1.555 -1.447 -0.458
O: -2.330 -0.794 -1.274
H: 1.726 0.124 1.616
H: 1.907 -1.457 0.821
H: 2.634 -0.020 0.093
H: -0.163 1.629 -1.361
H: 0.474 2.034 0.260
H: -0.929 -0.741 1.520
H: 0.581 -0.698 -1.112
H: -2.367 0.163 -0.996

Löwdin population analysis, charges in e, atoms 1 to 2:
1 C -0.058
2 C -0.292